Computed, not measured: C44H64ClN6O4SSeV as an isolated structure, with ωB97M-V/def2-TZVPD.

Results
Charge ... -1
Strongest force on any atom ... 0.89 eV/Å
HOMO-LUMO gap (alpha / beta) ... 5.1 / 4.4 eV
Calculated total energy ... -6548.4870 a.u.
Spin multiplicity ... 2

Last column: Löwdin spin population.
Element x y z (Å)
1 V -1.347 0.725 0.419  0.952
2 C 4.369 -4.573 1.596  0.000
3 C 3.353 -4.023 2.605  0.000
4 C 2.682 -5.197 3.331  0.000
5 C 4.115 -3.196 3.641  0.000
6 C 2.295 -3.198 1.875  0.002
7 C 2.053 -1.853 2.143  0.000
8 C 1.076 -1.173 1.447  0.007
9 Se 0.672 0.657 1.836  -0.002
10 C 1.801 1.508 0.530  -0.002
11 C 3.148 1.683 0.786  0.000
12 C 3.970 2.313 -0.136  0.001
13 C 3.351 2.764 -1.299  0.000
14 C 2.002 2.614 -1.598  0.000
15 C 1.162 1.952 -0.650  0.001
16 O -0.119 1.775 -0.847  0.003
17 C 1.545 3.210 -2.941  0.000
18 C 0.085 2.952 -3.310  0.000
19 C 2.394 2.616 -4.078  0.000
20 C 1.748 4.733 -2.907  0.000
21 C 5.469 2.519 0.069  0.000
22 C 5.948 1.954 1.407  0.000
23 C 5.800 4.016 0.036  0.000
24 C 6.244 1.811 -1.050  0.000
25 C 0.269 -1.766 0.452  0.003
26 O -0.668 -1.066 -0.132  0.017
27 C 0.521 -3.127 0.155  0.001
28 C 1.511 -3.782 0.886  -0.001
29 C -0.223 -3.964 -0.901  0.000
30 C 0.799 -4.601 -1.856  0.000
31 C -1.007 -5.077 -0.191  0.000
32 C -1.215 -3.184 -1.770  0.000
33 H 5.143 -5.153 2.107  0.000
34 H 4.850 -3.757 1.054  0.000
35 H 3.889 -5.222 0.863  0.000
36 H 3.425 -5.796 3.866  0.000
37 H 2.163 -5.851 2.628  0.000
38 H 1.948 -4.833 4.051  0.000
39 H 4.861 -3.822 4.135  0.000
40 H 3.448 -2.800 4.409  0.000
41 H 4.634 -2.355 3.180  0.000
42 H 2.613 -1.320 2.900  0.000
43 H 3.543 1.313 1.725  0.000
44 H 3.968 3.275 -2.030  0.000
45 H -0.117 1.888 -3.386  0.000
46 H -0.109 3.420 -4.282  0.000
47 H -0.602 3.359 -2.572  0.000
48 H 2.296 1.529 -4.096  0.000
49 H 3.452 2.854 -3.974  0.000
50 H 2.055 3.008 -5.041  0.000
51 H 1.144 5.179 -2.116  0.000
52 H 1.446 5.175 -3.861  0.000
53 H 2.790 5.002 -2.725  0.000
54 H 5.447 2.436 2.248  0.000
55 H 7.022 2.122 1.513  0.000
56 H 5.766 0.881 1.476  0.000
57 H 5.252 4.548 0.815  0.000
58 H 5.529 4.461 -0.923  0.000
59 H 6.870 4.177 0.192  0.000
60 H 6.021 0.743 -1.054  0.000
61 H 7.321 1.940 -0.915  0.000
62 H 5.977 2.210 -2.030  0.000
63 H 1.681 -4.830 0.662  0.000
64 H 1.486 -5.274 -1.342  0.000
65 H 1.392 -3.827 -2.346  0.000
66 H 0.281 -5.176 -2.628  0.000
67 H -0.354 -5.732 0.390  0.000
68 H -1.539 -5.691 -0.923  0.000
69 H -1.741 -4.644 0.491  0.000
70 H -0.711 -2.415 -2.355  0.000
71 H -1.980 -2.682 -1.186  0.000
72 H -1.690 -3.890 -2.461  0.000
73 Cl -2.128 8.250 1.041  0.000
74 C -2.038 6.508 1.213  0.002
75 C -1.601 5.958 2.434  0.001
76 C -1.512 4.607 2.599  -0.001
77 C -1.859 3.687 1.549  0.005
78 O -1.729 2.436 1.722  0.001
79 C -2.328 4.284 0.338  0.004
80 C -2.793 3.471 -0.753  0.006
81 O -2.975 2.252 -0.719  0.014
82 C -2.387 5.683 0.186  0.001
83 H -1.324 6.626 3.240  0.000
84 H -1.153 4.179 3.526  0.000
85 H -3.026 4.020 -1.689  0.001
86 H -2.723 6.098 -0.758  0.000
87 C -2.344 0.316 -3.200  0.000
88 N -3.767 0.060 -3.054  0.000
89 C -4.596 1.059 -3.696  0.000
90 C -4.189 -0.476 -1.851  0.000
91 N -3.410 -0.521 -0.842  0.001
92 N -5.515 -0.938 -1.867  0.000
93 C -5.913 -1.825 -2.945  0.000
94 C -6.089 -1.299 -0.591  0.000
95 H -2.082 0.245 -4.260  0.000
96 H -1.772 -0.412 -2.630  0.000
97 H -2.077 1.306 -2.828  0.000
98 H -4.398 2.057 -3.284  0.000
99 H -5.651 0.832 -3.563  0.000
100 H -4.375 1.083 -4.766  0.000
101 H -3.767 -1.136 -0.118  0.000
102 H -5.301 -1.637 -3.822  0.000
103 H -6.963 -1.665 -3.205  0.000
104 H -5.790 -2.877 -2.656  0.000
105 H -5.719 -2.267 -0.219  0.000
106 H -7.172 -1.377 -0.700  0.000
107 H -5.871 -0.530 0.151  0.000
108 C -2.477 -3.897 4.068  0.000
109 C -2.472 -2.505 4.697  0.000
110 C -2.842 -1.452 3.696  0.001
111 N -2.104 -1.181 2.687  -0.001
112 N -2.624 -0.185 1.881  -0.002
113 C -3.784 0.231 2.300  -0.008
114 N -4.563 1.111 1.596  -0.003
115 S -4.305 -0.512 3.768  -0.005
116 H -2.179 -4.652 4.796  0.000
117 H -1.778 -3.926 3.232  0.000
118 H -3.468 -4.154 3.692  0.000
119 H -1.471 -2.271 5.064  0.000
120 H -3.150 -2.458 5.551  0.000
121 H -4.050 1.540 0.822  0.000
122 H -5.069 1.778 2.158  0.000

Computed, not measured: C44H65BrN3OP2SiTi as an isolated structure, with ωB97M-V/def2-TZVPD.

Results
Energy above the lowest of the compared OMol25 structures with the same formula, charge and spin ... 60.90 kJ/mol
Charge ... +1
Strongest force on any atom ... 2.46 eV/Å
HOMO-LUMO gap (alpha / beta) ... 5.9 / 7.3 eV
Calculated total energy ... -6350.7073 a.u.
Spin multiplicity ... 3

Last column: Löwdin spin population.
Element x y z (Å)
1 Ti -0.877 0.301 -0.787  1.419
2 C -1.318 3.849 -2.453  -0.002
3 Si -0.472 2.733 -1.113  0.017
4 C 1.367 3.129 -1.528  -0.002
5 C 1.835 4.429 -1.671  -0.001
6 C 3.113 4.710 -2.118  0.000
7 C 3.952 3.666 -2.468  0.000
8 C 3.504 2.363 -2.358  0.000
9 C 2.231 2.087 -1.863  0.000
10 P 1.601 0.381 -1.707  0.005
11 C 3.020 -0.538 -0.863  0.003
12 C 3.146 0.204 0.486  0.001
13 C 4.488 -0.065 1.175  0.000
14 C 4.941 -1.498 0.921  0.000
15 C 5.223 -1.701 -0.572  0.000
16 C 4.412 -0.739 -1.454  0.000
17 C 1.376 0.019 -3.548  0.000
18 C 2.565 -0.506 -4.363  0.000
19 C 2.558 -2.031 -4.379  0.000
20 C 1.348 -2.555 -5.162  0.000
21 C 0.161 -1.589 -5.057  0.001
22 C 0.162 -0.914 -3.690  0.005
23 C -0.823 3.532 0.621  0.006
24 C -0.752 4.914 0.765  0.000
25 C -1.106 5.560 1.935  0.000
26 C -1.575 4.816 3.002  0.000
27 C -1.672 3.442 2.882  0.000
28 C -1.286 2.786 1.716  0.007
29 P -1.411 0.951 1.653  0.035
30 C 0.016 0.480 2.786  0.005
31 C 0.013 0.967 4.233  0.000
32 C 1.294 0.509 4.934  0.000
33 C 1.392 -1.013 4.926  0.000
34 C 1.422 -1.516 3.488  0.000
35 C 0.185 -1.040 2.732  0.003
36 C -3.125 0.607 2.421  0.005
37 C -3.767 -0.586 1.690  0.006
38 C -3.573 -1.936 2.376  0.000
39 C -4.077 -1.884 3.813  0.000
40 C -3.282 -0.832 4.576  0.000
41 C -3.433 0.540 3.926  0.001
42 H -0.893 4.848 -2.468  -0.001
43 H -2.384 3.947 -2.280  0.000
44 H -1.177 3.425 -3.446  0.000
45 H 1.175 5.249 -1.441  0.000
46 H 3.446 5.734 -2.207  0.000
47 H 4.947 3.861 -2.836  0.000
48 H 4.156 1.562 -2.664  0.000
49 H 2.589 -1.535 -0.676  0.000
50 H 2.318 -0.117 1.122  0.001
51 H 3.044 1.286 0.332  0.000
52 H 4.392 0.123 2.246  0.000
53 H 5.248 0.620 0.796  0.000
54 H 4.164 -2.187 1.259  0.000
55 H 5.839 -1.713 1.498  0.000
56 H 5.017 -2.737 -0.847  0.000
57 H 6.278 -1.520 -0.779  0.000
58 H 4.371 -1.150 -2.460  0.000
59 H 4.936 0.214 -1.490  0.000
60 H 1.106 1.012 -3.940  0.000
61 H 3.503 -0.124 -3.964  0.000
62 H 2.493 -0.136 -5.388  0.000
63 H 2.518 -2.389 -3.347  0.000
64 H 3.477 -2.414 -4.821  0.000
65 H 1.066 -3.537 -4.778  0.000
66 H 1.608 -2.682 -6.212  0.000
67 H -0.774 -2.128 -5.215  0.000
68 H 0.226 -0.823 -5.832  0.000
69 H 0.214 -1.697 -2.924  0.001
70 H -0.756 -0.322 -3.540  0.004
71 H -0.430 5.507 -0.074  0.000
72 H -1.030 6.636 2.008  0.000
73 H -1.876 5.298 3.920  0.000
74 H -2.069 2.879 3.713  0.000
75 H 0.866 0.961 2.268  0.001
76 H -0.835 0.550 4.775  0.000
77 H -0.047 2.056 4.269  0.000
78 H 1.294 0.875 5.961  0.000
79 H 2.164 0.935 4.427  0.000
80 H 0.529 -1.436 5.444  0.000
81 H 2.288 -1.342 5.454  0.000
82 H 1.459 -2.608 3.467  0.000
83 H 2.324 -1.140 3.002  0.000
84 H -0.695 -1.506 3.181  0.000
85 H 0.241 -1.350 1.683  0.002
86 H -3.636 1.513 2.065  0.001
87 H -3.347 -0.654 0.681  0.006
88 H -4.839 -0.397 1.602  0.000
89 H -2.512 -2.203 2.379  0.000
90 H -4.118 -2.700 1.814  0.000
91 H -3.969 -2.860 4.291  0.000
92 H -5.139 -1.627 3.818  0.000
93 H -2.231 -1.127 4.605  0.000
94 H -3.640 -0.771 5.606  0.000
95 H -2.848 1.270 4.484  0.000
96 H -4.481 0.838 4.022  0.000
97 C -3.922 -3.457 -2.813  -0.006
98 C -3.933 -2.024 -2.364  0.003
99 C -5.122 -1.284 -2.251  0.145
100 C -5.031 0.020 -1.776  -0.008
101 C -3.810 0.526 -1.403  0.114
102 Br -3.779 2.236 -0.567  0.012
103 N -2.631 -0.154 -1.483  0.045
104 C -2.753 -1.418 -2.005  0.115
105 H -4.910 -3.773 -3.137  0.000
106 H -3.612 -4.098 -1.985  -0.002
107 H -3.217 -3.606 -3.631  -0.002
108 H -6.079 -1.711 -2.490  0.010
109 H -5.910 0.633 -1.663  -0.003
110 H -1.837 -1.989 -2.097  0.005
111 N 0.837 -3.802 -0.754  0.003
112 C -0.204 -3.024 -0.382  0.006
113 N -1.338 -3.661 -0.003  0.005
114 O -0.130 -1.789 -0.421  0.023
115 H 0.817 -4.802 -0.673  0.000
116 H 1.706 -3.360 -1.001  0.000
117 H -1.400 -4.662 0.065  0.000
118 H -2.093 -3.111 0.376  0.001

Computed, not measured: a 11-piece molecular cluster, C44H66O33 overall, with ωB97M-V/def2-TZVPD.

Results
Energy above the lowest of the compared OMol25 structures with the same formula, charge and spin ... 510.25 kJ/mol
Charge ... +1
Strongest force on any atom ... 7.83 eV/Å
HOMO-LUMO gap (alpha / beta) ... 9.6 / 3.0 eV
Calculated total energy ... -4198.6833 a.u.
Spin multiplicity ... 2

Last column: Löwdin spin population.
Element x y z (Å)
1 C -39.183 6.028 -10.316  0.000
2 C -37.959 5.390 -11.010  0.000
3 C -36.785 6.371 -11.078  0.000
4 O -35.620 5.550 -10.869  0.000
5 C -36.064 4.456 -10.057  0.000
6 O -35.381 3.399 -9.789  0.000
7 O -37.441 4.511 -10.004  0.000
8 H -39.948 6.304 -11.042  0.000
9 H -38.838 6.916 -9.787  0.000
10 H -39.627 5.305 -9.632  0.000
11 H -38.222 5.016 -12.000  0.000
12 H -36.973 7.298 -10.537  0.000
13 H -36.561 6.732 -12.082  0.000
14 C -28.479 2.877 -9.472  0.000
15 C -29.518 3.929 -9.702  0.000
16 C -29.198 5.072 -10.734  0.000
17 O -30.302 4.932 -11.572  0.000
18 C -31.272 4.118 -11.111  0.000
19 O -32.390 4.130 -11.554  0.000
20 O -30.760 3.416 -10.085  0.000
21 H -27.682 3.317 -8.872  0.000
22 H -28.035 2.532 -10.406  0.000
23 H -28.943 2.100 -8.866  0.000
24 H -29.804 4.463 -8.797  0.000
25 H -28.300 4.962 -11.341  0.000
26 H -29.106 6.007 -10.181  0.000
27 C -37.708 4.761 -6.944  0.000
28 C -37.244 6.043 -6.245  0.000
29 C -35.753 6.341 -6.548  0.000
30 O -35.656 7.696 -6.973  0.000
31 C -36.830 8.129 -7.237  0.000
32 O -37.042 9.199 -7.720  0.000
33 O -37.747 7.185 -7.049  0.000
34 H -38.453 4.964 -7.714  0.000
35 H -38.194 4.097 -6.229  0.000
36 H -36.988 4.118 -7.450  0.000
37 H -37.497 6.182 -5.193  0.000
38 H -35.376 5.678 -7.327  0.000
39 H -35.105 6.170 -5.688  0.000
40 C -25.071 3.177 -2.627  0.000
41 C -25.766 4.481 -3.012  0.000
42 C -25.730 4.632 -4.500  0.000
43 O -27.143 4.990 -4.788  0.000
44 C -27.903 4.545 -3.745  0.000
45 O -29.097 4.320 -3.764  0.000
46 O -27.103 4.379 -2.648  0.000
47 H -24.820 3.046 -1.574  0.000
48 H -24.030 3.331 -2.911  0.000
49 H -25.411 2.244 -3.078  0.000
50 H -25.481 5.355 -2.426  0.000
51 H -25.374 3.701 -4.942  0.000
52 H -24.956 5.314 -4.851  0.000
53 C -29.339 9.160 -4.173  0.000
54 C -28.513 9.256 -5.400  0.000
55 C -27.420 8.288 -5.484  0.000
56 O -27.637 7.739 -6.804  0.000
57 C -28.780 8.217 -7.339  0.000
58 O -29.263 7.911 -8.403  0.000
59 O -29.357 9.137 -6.537  0.000
60 H -30.087 9.947 -4.270  0.000
61 H -28.739 9.038 -3.271  0.000
62 H -29.967 8.271 -4.235  0.000
63 H -28.003 10.219 -5.404  0.000
64 H -27.522 7.424 -4.827  0.000
65 H -26.443 8.765 -5.408  0.000
66 C -34.080 -0.373 -2.482  0.000
67 C -35.186 0.669 -2.202  0.000
68 C -34.513 1.943 -1.697  0.000
69 O -34.788 2.758 -2.812  0.000
70 C -35.675 2.293 -3.613  0.000
71 O -36.058 3.005 -4.479  0.000
72 O -35.951 1.001 -3.281  0.000
73 H -34.527 -1.251 -2.948  0.000
74 H -33.637 -0.742 -1.557  0.000
75 H -33.328 0.121 -3.097  0.000
76 H -35.710 0.128 -1.414  0.000
77 H -33.425 1.991 -1.753  0.000
78 H -35.112 2.444 -0.937  0.000
79 C -27.375 -1.969 -8.420  0.000
80 C -28.523 -1.986 -7.399  0.000
81 C -28.569 -0.823 -6.485  0.000
82 O -29.724 -0.099 -6.761  0.000
83 C -30.547 -0.847 -7.469  0.000
84 O -31.753 -0.595 -7.750  0.000
85 O -29.850 -1.925 -7.974  0.000
86 H -27.123 -0.930 -8.635  0.000
87 H -27.584 -2.382 -9.407  0.000
88 H -26.526 -2.609 -8.179  0.000
89 H -28.472 -2.947 -6.887  0.000
90 H -27.693 -0.175 -6.521  0.000
91 H -28.557 -1.296 -5.503  0.000
92 C -31.293 -2.033 -4.667  0.000
93 C -30.883 -2.824 -3.452  0.000
94 C -31.612 -4.078 -3.202  0.000
95 O -30.636 -5.040 -3.588  0.000
96 C -29.422 -4.399 -3.599  0.000
97 O -28.312 -4.918 -3.676  0.000
98 O -29.553 -3.177 -3.706  0.000
99 H -32.351 -1.846 -4.485  0.000
100 H -31.143 -2.578 -5.599  0.000
101 H -30.701 -1.120 -4.738  0.000
102 H -30.915 -2.074 -2.662  0.000
103 H -32.582 -4.350 -3.618  0.000
104 H -31.631 -4.125 -2.113  0.000
105 C -32.176 1.704 -5.368  0.000
106 C -31.793 2.689 -6.558  0.000
107 C -32.972 3.592 -7.128  0.000
108 O -32.515 4.933 -6.935  0.000
109 C -31.440 4.997 -6.186  0.000
110 O -30.916 5.993 -5.890  0.000
111 O -30.924 3.746 -6.018  0.000
112 H -31.289 1.326 -4.859  0.000
113 H -32.727 0.840 -5.739  0.000
114 H -32.617 2.205 -4.506  0.000
115 H -31.317 2.215 -7.416  0.000
116 H -33.817 3.429 -6.459  0.000
117 H -33.228 3.394 -8.169  0.000
118 C -34.208 8.423 -11.224  0.008
119 C -34.188 8.651 -9.612  0.014
120 C -32.716 8.267 -9.033  0.016
121 O -32.346 9.573 -8.394  0.044
122 C -33.192 10.493 -8.643  0.072
123 O -33.030 11.639 -8.282  0.788
124 O -34.345 10.074 -9.358  0.052
125 H -35.188 8.423 -11.700  0.001
126 H -33.738 7.536 -11.649  0.001
127 H -33.762 9.155 -11.897  0.000
128 H -34.876 8.039 -9.029  0.002
129 H -31.995 7.903 -9.764  0.000
130 H -32.770 7.623 -8.155  0.002
131 C -27.764 0.748 -3.191  0.000
132 C -27.512 -0.738 -2.739  0.000
133 C -26.025 -0.963 -2.366  0.000
134 O -26.289 -2.028 -1.461  0.000
135 C -27.434 -1.855 -0.779  0.000
136 O -27.722 -2.533 0.248  0.000
137 O -28.158 -0.966 -1.459  0.000
138 H -27.437 0.985 -4.203  0.000
139 H -27.430 1.542 -2.523  0.000
140 H -28.844 0.898 -3.211  0.000
141 H -27.999 -1.487 -3.363  0.000
142 H -25.537 -0.098 -1.917  0.000
143 H -25.510 -1.310 -3.262  0.000